No. 1
Computed, not measured: 4 unconnected molecules or ions with the total composition C28H62BrFO17P4, with ωB97M-V/def2-TZVPD.

As for the total energy: -174770.238 eV. As for the HOMO energy: -8.445 eV. The SMILES is CCP(CC)[C@](CCCCCCOC)(CC(=O)F)OCCOCCC(=O)Br.COP(=O)(OC)OC.COP(=O)(OC)OC.COP(=O)(OC)OC. The value obtained for the LUMO energy is 0.273 eV. Its gap between HOMO and LUMO is 8.718 eV. The energy above the lowest of the compared OMol25 structures with the same formula, charge and spin comes out at 0.000 eV.

Each line ends with the Mulliken charge.
Cartesian coordinates (Å):
C 5.778786 -0.948487 0.927184  -1.170
C 4.287475 -0.729577 0.617897  -0.570
P 3.955186 0.833024 -0.331297  -0.328
C 2.991698 0.192035 -1.773683  -0.326
C 3.869081 0.035412 -3.024374  -1.407
C 2.550911 1.653743 0.630179  2.183
C 2.267901 3.021066 -0.005621  -1.345
C 3.387503 4.067222 -0.049361  -0.508
C 3.227660 5.057782 -1.219846  -1.214
C 3.022402 6.521401 -0.811422  -0.704
C 2.015847 6.717996 0.331003  0.036
C 1.163838 7.994080 0.231483  -0.769
O -0.226372 7.756078 0.337304  -0.427
C -0.767939 7.031311 -0.748685  -0.592
C 2.813491 1.725145 2.149608  -1.503
C 4.191370 2.135590 2.589909  -0.191
O 4.732172 3.179532 2.482543  -0.466
F 4.806626 1.127420 3.262440  -0.284
O 1.390990 0.828181 0.433224  -0.249
C 0.228455 1.104869 1.192095  -0.558
C -0.924757 0.458838 0.460669  -0.440
O -2.130517 0.829155 1.106818  -0.443
C -3.249083 0.659055 0.270503  -0.071
C -3.541588 1.943077 -0.535313  -0.356
C -4.085761 1.602892 -1.889882  0.384
O -3.550135 0.961458 -2.725104  -0.505
Br -5.901986 2.280692 -2.209304  -0.202
H 6.403181 -0.274462 0.339682  0.364
H 6.015490 -0.767278 1.973588  0.259
H 6.085550 -1.966235 0.686061  0.271
H 3.929108 -1.544996 -0.011990  0.527
H 3.685745 -0.776469 1.524494  0.421
H 2.157214 0.862945 -1.969123  0.352
H 2.555518 -0.765730 -1.491363  0.400
H 3.268870 0.159776 -3.926952  0.366
H 4.320339 -0.955007 -3.077639  0.303
H 4.660336 0.784160 -3.055335  0.372
H 1.927694 2.812900 -1.024093  0.517
H 1.410117 3.467700 0.508196  0.076
H 4.356360 3.575489 -0.112997  0.626
H 3.394507 4.614772 0.892209  0.379
H 2.390527 4.760754 -1.858277  0.408
H 4.118140 4.998064 -1.848815  0.325
H 3.981462 6.978164 -0.558281  0.280
H 2.657931 7.066551 -1.687231  0.458
H 2.550889 6.737885 1.281852  0.415
H 1.346005 5.856929 0.395450  -0.069
H 1.400475 8.680908 1.042568  0.322
H 1.377135 8.514116 -0.711767  0.384
H -0.049911 6.929287 -1.567364  0.277
H -1.066159 6.027759 -0.433144  0.179
H -1.647376 7.558235 -1.120458  0.289
H 2.602213 0.747348 2.573900  0.817
H 2.130906 2.447990 2.604181  0.601
H 0.036571 2.177246 1.291682  0.291
H 0.301963 0.678156 2.198191  0.192
H -0.817976 -0.629907 0.477747  0.259
H -0.920517 0.764866 -0.592133  0.305
H -3.090584 -0.182319 -0.411259  0.042
H -4.094521 0.422097 0.916500  0.335
H -4.217565 2.595183 0.007826  0.472
H -2.596547 2.470527 -0.682998  0.193
C -4.852418 -3.220495 -1.339010  -0.559
O -3.966413 -3.636714 -2.388957  -0.339
P -2.402142 -3.358548 -2.263270  0.943
O -2.038742 -2.532398 -1.115431  -0.530
O -2.026819 -2.794754 -3.693259  -0.358
C -2.565428 -1.517162 -4.073920  -0.275
O -1.716474 -4.772443 -2.280991  -0.412
C -1.967214 -5.706299 -3.340706  -0.620
H -5.055499 -2.153243 -1.424174  0.178
H -5.773616 -3.781433 -1.471752  0.283
H -4.424585 -3.428532 -0.360603  0.353
H -2.473005 -0.799284 -3.259432  0.017
H -3.611245 -1.626256 -4.360430  0.258
H -1.985219 -1.173603 -4.925039  0.304
H -1.864978 -5.223376 -4.310836  0.287
H -2.966457 -6.127114 -3.235972  0.247
H -1.223300 -6.491052 -3.241329  0.237
C -10.499476 -1.651533 2.862106  -0.649
O -10.068486 -0.626509 1.953065  -0.301
P -9.118140 0.542849 2.474183  0.889
O -8.907985 0.544064 3.917526  -0.731
O -9.777196 1.837711 1.841053  -0.288
C -11.074731 2.226784 2.310601  -0.686
O -7.796999 0.417255 1.629055  -0.139
C -7.829066 0.398496 0.196407  0.050
H -11.318091 -1.284336 3.478836  0.276
H -10.842296 -2.481806 2.250452  0.234
H -9.682519 -1.970974 3.505299  0.330
H -11.121649 2.166906 3.397967  0.331
H -11.837731 1.588221 1.865285  0.275
H -11.227101 3.255202 1.996782  0.241
H -8.450648 1.204158 -0.190879  0.292
H -8.204466 -0.562389 -0.156064  0.276
H -6.810427 0.545646 -0.145369  -0.400
C 9.176224 -7.713820 1.655426  -0.656
O 7.813967 -7.362621 1.365574  -0.314
P 7.491330 -5.977053 0.646718  1.083
O 8.645378 -5.098479 0.491621  -0.718
O 6.275396 -5.413057 1.493806  -0.242
C 6.523832 -5.034486 2.854296  -0.720
O 6.783520 -6.361519 -0.704685  -0.342
C 5.629577 -7.212030 -0.722841  -0.578
H 9.514966 -7.191321 2.548512  0.274
H 9.187654 -8.786569 1.828567  0.239
H 9.829215 -7.460911 0.823153  0.330
H 7.447078 -4.459590 2.928252  0.339
H 6.582052 -5.923471 3.482417  0.299
H 5.686600 -4.416981 3.166444  0.241
H 4.894174 -6.879319 0.007634  0.281
H 5.922452 -8.240707 -0.515573  0.243
H 5.210806 -7.141499 -1.722389  0.247

Atomic forces in eV per Å
0.04 0.03 -0.04
0.05 -0.17 -0.12
0.06 0.14 0.23
0.15 -0.09 -0.08
-0.21 0.03 -0.06
-0.18 -0.07 -0.05
-0.07 0.12 -0.09
0.01 0.05 0.06
0.12 0.06 0.05
-0.16 -0.02 -0.12
0.17 0.06 0.14
0.07 -0.04 -0.02
-0.06 0.05 0.01
0.05 -0.02 0.02
0.16 -0.04 0.03
-0.03 0.16 0.02
0.02 -0.10 0.03
0.06 -0.05 -0.03
0.07 -0.10 0.10
-0.05 0.08 0.03
0.09 -0.28 -0.01
-0.04 0.13 -0.01
-0.03 -0.23 0.04
0.00 0.00 0.22
0.01 0.01 0.00
-0.13 0.27 0.07
0.00 0.10 -0.15
0.03 -0.03 -0.02
-0.04 0.04 0.04
-0.01 -0.03 0.05
-0.05 -0.01 0.00
-0.04 0.02 0.02
0.05 0.09 0.02
-0.17 0.04 -0.03
0.00 -0.06 -0.02
0.14 0.04 0.07
0.04 -0.02 -0.01
0.05 -0.02 -0.02
-0.07 -0.04 -0.05
-0.01 -0.02 -0.04
0.10 -0.05 0.01
-0.06 -0.06 0.07
-0.05 0.01 -0.10
0.00 0.00 0.09
0.07 0.00 -0.05
-0.04 -0.09 0.04
-0.09 0.04 -0.10
-0.03 0.03 0.00
-0.03 0.00 -0.02
-0.01 0.03 -0.03
0.00 -0.02 0.00
-0.03 -0.01 0.00
-0.01 -0.01 0.03
-0.03 0.01 -0.05
0.00 0.01 -0.03
0.01 0.05 0.03
-0.02 -0.01 -0.11
0.02 0.14 0.02
0.03 -0.05 0.04
-0.05 0.03 -0.03
0.01 0.07 -0.03
0.02 -0.04 -0.13
0.00 -0.06 -0.01
-0.03 0.04 0.04
-0.04 0.06 -0.24
0.01 0.12 0.19
0.00 -0.13 0.03
0.09 0.05 0.07
0.06 0.01 -0.02
0.00 -0.03 0.02
0.01 0.01 0.00
-0.01 0.01 0.00
0.01 0.01 0.00
0.05 -0.21 -0.13
-0.01 0.00 0.02
0.00 -0.02 -0.03
0.01 0.01 0.00
-0.01 0.01 -0.01
-0.01 -0.01 0.01
0.02 -0.04 -0.03
-0.03 0.03 0.02
-0.02 -0.04 -0.02
0.00 -0.02 0.04
-0.02 -0.01 -0.02
0.00 0.03 0.01
0.05 0.07 -0.02
-0.03 -0.09 0.00
0.01 0.01 0.01
0.00 0.00 0.00
0.00 0.01 0.01
0.01 0.00 0.00
0.01 -0.01 0.01
0.00 0.00 -0.01
0.00 0.02 0.03
-0.02 0.00 0.01
0.00 -0.05 0.07
0.00 -0.05 -0.03
0.00 0.03 0.05
-0.01 -0.01 0.00
0.06 0.00 -0.01
-0.02 -0.04 0.01
-0.01 0.04 0.00
-0.06 0.06 0.00
0.01 -0.03 -0.03
0.00 0.01 -0.01
0.00 0.00 0.01
0.00 0.01 0.00
0.00 0.01 -0.01
0.01 -0.01 -0.01
-0.01 -0.01 0.00
0.00 0.01 0.00
0.00 0.00 0.02
0.01 -0.01 -0.01

---

No. 2
Computed, not measured: 5 unconnected molecules or ions with the total composition C28H63FIN6O8P, with ωB97M-V/def2-TZVPD.

As for the total energy: -75487.320 eV. As for the HOMO energy: -8.627 eV. The SMILES is COCCCCCCCCCCCCN[C@H](CO[C@@H](F)I)P(=N)(O)O.CNC(C)=O.CNC(C)=O.CNC(C)=O.CNC(C)=O. The value obtained for the LUMO energy is 0.287 eV. Its gap between HOMO and LUMO is 8.914 eV.

Each line ends with the Mulliken charge.
Cartesian coordinates (Å):
C -3.495078 4.272899 -0.435161  -0.510
O -2.822495 3.122782 -0.916197  -0.499
C -1.498305 3.022325 -0.433671  0.368
C -0.471596 3.829590 -1.252600  0.409
C -0.178608 5.219419 -0.662244  -0.404
C 1.232604 5.805372 -0.868982  -1.284
C 2.435047 4.848477 -0.864775  -1.112
C 2.752052 4.060392 0.431893  0.140
C 2.033274 4.476574 1.717877  0.457
C 2.518599 3.685845 2.962672  -1.160
C 1.463906 2.742056 3.600688  0.114
C 1.771987 1.223685 3.602929  -1.677
C 2.129422 0.550285 2.263463  0.190
C 0.951973 0.508231 1.290519  0.088
N 1.347208 0.285886 -0.094282  0.236
C 1.883970 -0.999400 -0.511213  -0.608
C 1.154431 -2.268324 -0.043685  -0.852
O 0.134879 -2.714537 -0.971806  -0.474
C -0.991395 -1.990610 -1.155032  -0.050
F -1.306284 -1.244957 -0.063133  -0.202
I -0.886395 -0.615796 -2.858618  0.012
P 3.702928 -1.168049 -0.275786  0.857
N 4.307473 -1.948801 0.899586  -0.776
O 4.314643 0.316950 -0.394305  -0.514
O 4.063666 -1.764501 -1.748082  -0.544
H -4.137673 4.005156 0.410638  0.219
H -2.790003 5.029152 -0.081298  0.151
H -4.099893 4.704685 -1.236376  0.287
H -1.257442 1.955196 -0.445123  -0.523
H -1.476068 3.345622 0.618436  0.236
H -0.930584 3.961859 -2.236324  -0.031
H 0.439480 3.230354 -1.327684  0.215
H -0.416431 5.211035 0.405610  0.029
H -0.884578 5.928265 -1.109051  0.580
H 1.255660 6.343911 -1.822850  0.544
H 1.391316 6.563720 -0.094528  0.333
H 3.312211 5.444313 -1.142455  0.448
H 2.312605 4.122148 -1.678807  0.331
H 3.832588 4.085759 0.612382  0.519
H 2.509784 3.012526 0.257116  -0.475
H 0.969118 4.264560 1.588081  -0.597
H 2.131777 5.552414 1.890651  0.546
H 3.406078 3.106678 2.694128  0.587
H 2.849100 4.398528 3.723085  0.376
H 0.488425 2.910802 3.132109  -0.100
H 1.322445 3.029139 4.648736  0.308
H 0.881168 0.714128 3.994670  0.419
H 2.576201 1.017368 4.316153  0.390
H 2.450435 -0.469567 2.498399  0.125
H 2.975253 1.044244 1.783441  0.026
H 0.441575 1.476995 1.306667  -0.307
H 0.207426 -0.221958 1.646897  0.403
H 0.596722 0.539513 -0.719904  -0.081
H 1.797287 -1.002949 -1.603188  0.461
H 0.710176 -2.157730 0.946634  0.394
H 1.841506 -3.115369 0.000851  0.630
H -1.824402 -2.649574 -1.385779  0.407
H 3.662059 -2.303692 1.590361  0.298
H 4.193908 0.711293 -1.268037  0.328
H 5.013234 -1.741561 -1.922652  0.350
C -0.011539 2.958331 -6.808415  -0.881
N -0.383251 3.796856 -5.689783  -0.116
C -1.597063 4.351851 -5.415444  0.941
C -2.724479 4.076756 -6.384732  -1.420
O -1.755814 5.030733 -4.418168  -0.632
H 0.330854 1.977588 -6.471192  0.270
H 0.785714 3.415536 -7.397498  0.300
H -0.867152 2.808985 -7.459388  0.327
H 0.320254 4.013402 -5.000697  0.172
H -3.609183 4.583912 -6.013272  0.315
H -2.487781 4.449157 -7.382229  0.368
H -2.928254 3.007741 -6.456800  0.371
C -1.728357 4.900806 6.130802  -0.923
N -1.716580 5.082197 4.695154  -0.126
C -2.447792 4.424929 3.756780  0.819
C -3.407698 3.359940 4.237177  -1.452
O -2.321683 4.685315 2.572464  -0.571
H -2.018608 5.820615 6.641487  0.322
H -0.745351 4.599279 6.496836  0.285
H -2.439891 4.126860 6.400406  0.328
H -1.093411 5.773248 4.307526  0.220
H -3.898306 2.938634 3.365216  0.279
H -2.880680 2.566976 4.769273  0.374
H -4.160273 3.779381 4.905930  0.412
C -1.396228 -6.276052 -0.122642  -0.908
N -0.241031 -5.643827 0.478653  0.002
C 0.523758 -6.056139 1.523177  0.963
C 0.166839 -7.362047 2.188672  -1.251
O 1.462231 -5.367881 1.898900  -0.645
H -1.212415 -6.485939 -1.178754  0.262
H -2.269257 -5.621923 -0.051713  0.263
H -1.620377 -7.218018 0.367226  0.323
H 0.066058 -4.761909 0.099209  0.061
H 0.868904 -7.518841 3.002152  0.326
H -0.847032 -7.330264 2.589989  0.343
H 0.218018 -8.192233 1.486070  0.254
C -0.374905 -12.412610 -2.002125  -0.845
N -0.386200 -11.394076 -0.972980  -0.172
C -1.253151 -10.362513 -0.821068  0.767
C -2.364402 -10.225689 -1.836501  -1.351
O -1.130854 -9.575594 0.105202  -0.578
H -0.484438 -13.408050 -1.569235  0.291
H 0.555636 -12.384340 -2.570938  0.285
H -1.197145 -12.252234 -2.691946  0.311
H 0.330142 -11.427238 -0.264481  0.231
H -2.957522 -9.357409 -1.566927  0.260
H -1.963892 -10.088707 -2.841521  0.383
H -3.004786 -11.108250 -1.840893  0.407

Atomic forces in eV per Å
-0.05 0.14 0.09
-0.03 0.08 -0.14
0.19 -0.03 0.33
-0.46 0.07 0.24
-0.07 0.12 0.02
0.03 -0.08 0.00
0.00 0.00 -0.01
-0.04 0.01 -0.03
-0.06 -0.29 0.06
-0.11 -0.05 -0.03
0.05 -0.16 -0.07
-0.09 0.07 -0.16
-0.19 0.14 0.22
-0.03 0.11 0.19
0.12 0.08 -0.04
-0.27 -0.10 -0.12
0.24 0.04 0.01
-0.17 -0.17 0.06
0.15 -0.04 0.18
-0.09 0.00 0.04
-0.04 0.08 -0.09
0.19 0.08 -0.11
-0.24 0.24 -0.16
0.09 -0.16 0.01
-0.03 0.24 0.05
0.00 0.05 -0.05
-0.12 -0.02 -0.05
0.04 -0.13 0.01
-0.01 0.00 -0.17
0.07 -0.11 -0.07
0.37 -0.22 -0.17
0.01 0.04 -0.09
0.07 -0.05 -0.05
0.04 -0.02 0.11
0.02 -0.07 0.04
-0.02 0.03 -0.11
-0.09 -0.02 0.06
0.05 0.14 0.06
-0.06 0.02 -0.04
0.01 -0.23 0.04
0.00 0.22 0.05
0.01 -0.06 -0.03
0.03 -0.01 0.00
0.02 -0.07 -0.04
0.05 0.01 -0.08
-0.02 -0.05 -0.06
0.10 0.04 0.08
0.00 0.06 -0.07
0.07 0.07 -0.09
0.03 0.06 0.00
0.06 -0.03 -0.07
0.07 0.05 0.01
-0.07 0.09 0.01
0.12 -0.04 0.05
0.06 0.06 -0.05
-0.11 0.02 -0.03
0.06 0.00 -0.08
0.14 -0.11 0.07
-0.13 0.01 0.14
-0.01 -0.22 0.11
0.00 0.01 0.04
0.04 0.00 -0.01
0.03 -0.13 0.00
-0.01 0.03 0.02
-0.03 0.11 0.03
-0.02 0.00 0.00
-0.01 0.01 -0.01
0.00 -0.01 -0.02
-0.01 0.00 0.01
0.00 0.00 0.01
0.00 -0.01 -0.01
0.00 0.00 -0.01
0.01 0.01 -0.04
0.01 0.03 0.01
0.04 -0.07 0.10
0.00 0.01 -0.03
0.05 0.03 -0.05
-0.02 0.00 0.00
0.00 -0.02 0.00
0.00 0.00 0.02
0.01 0.00 -0.01
0.00 0.01 -0.01
0.00 0.00 0.01
0.00 -0.01 0.01
0.07 0.10 0.03
0.02 0.05 -0.01
-0.07 0.02 0.03
0.07 0.06 0.02
0.04 0.01 0.02
-0.01 -0.04 0.00
-0.03 -0.04 0.02
0.03 -0.03 0.00
-0.07 0.03 -0.13
0.00 0.00 0.00
-0.02 -0.02 -0.02
-0.06 -0.01 -0.01
0.01 0.02 0.03
0.03 -0.04 0.00
-0.01 0.00 -0.04
0.00 0.02 0.02
-0.02 -0.04 -0.01
-0.02 0.00 0.00
-0.01 0.01 -0.01
0.00 -0.02 -0.02
0.00 0.01 0.01
0.01 0.00 0.01
0.00 -0.01 -0.01
0.00 -0.01 -0.02